# 1
# C47H58N5O5PbTe

A structure of composition C47H58N5O5PbTe in a non-equilibrium geometry (ωB97M-V/def2-TZVPD, OMol25).

Element x y z (Å)
1 Pb 13.252 12.378 15.673
2 N 19.514 7.181 12.446
3 C 20.009 5.901 12.920
4 C 19.169 5.268 14.167
5 C 18.628 6.378 14.793
6 C 17.683 7.178 13.846
7 N 18.656 7.933 13.110
8 H 16.303 14.152 19.838
9 H 19.388 7.408 29.221
10 H 20.328 7.813 12.080
11 H 20.583 5.583 12.118
12 H 20.077 4.895 14.633
13 H 18.586 4.450 13.861
14 H 19.528 6.914 15.217
15 H 17.932 6.070 15.584
16 H 16.850 7.842 14.127
17 H 17.472 6.397 13.105
18 H 17.258 4.558 10.029
19 H 19.399 8.846 13.553
20 O 12.622 15.227 14.470
21 C 11.126 18.099 24.507
22 H 8.394 11.651 19.774
23 H 11.695 17.977 23.482
24 H 11.672 17.446 25.314
25 C 5.871 6.637 12.157
26 C 7.135 7.428 12.256
27 C 7.243 8.624 11.512
28 C 8.211 9.608 11.757
29 C 8.315 10.812 10.823
30 C 9.051 9.407 12.869
31 Te 9.997 11.031 13.875
32 N 13.207 14.251 14.747
33 C 13.913 13.457 13.507
34 O 14.238 12.276 13.856
35 C 13.843 13.620 12.182
36 C 13.602 12.403 11.396
37 C 13.242 12.460 10.033
38 C 13.336 13.715 9.375
39 C 13.749 14.851 10.024
40 C 14.002 14.844 11.419
41 C 8.786 12.818 13.471
42 C 9.016 13.865 12.475
43 C 8.142 14.952 12.363
44 C 6.992 14.999 13.170
45 C 6.721 13.893 13.965
46 C 7.664 12.895 14.404
47 C 7.537 11.894 15.339
48 C 9.110 8.083 13.503
49 C 9.933 7.816 14.569
50 C 8.162 7.071 13.104
51 H 5.365 6.918 11.206
52 H 5.179 6.953 12.939
53 H 6.036 5.538 12.159
54 H 6.538 8.866 10.735
55 H 7.795 10.680 9.867
56 H 9.357 11.153 10.661
57 H 7.799 11.703 11.245
58 H 13.673 11.453 11.931
59 H 13.044 11.521 9.508
60 H 13.133 13.781 8.279
61 H 13.814 15.797 9.443
62 H 14.194 15.822 11.871
63 H 9.865 13.745 11.795
64 H 8.332 15.699 11.577
65 H 6.317 15.855 13.256
66 H 5.730 13.900 14.464
67 H 7.489 12.061 19.734
68 H 8.490 11.451 15.560
69 H 6.586 11.339 15.419
70 H 8.349 6.309 18.136
71 H 10.277 8.583 15.254
72 H 10.048 6.767 14.854
73 H 8.139 6.120 13.652
74 C 5.869 6.124 19.932
75 C 7.280 7.015 19.692
76 C 7.967 7.440 21.074
77 C 6.958 8.296 18.982
78 O 7.984 6.233 18.989
79 H 5.443 5.806 20.823
80 H 6.401 5.255 20.131
81 H 5.585 6.389 18.932
82 H 8.322 8.376 21.234
83 H 8.459 6.560 21.109
84 H 7.344 7.402 22.021
85 H 6.632 8.940 19.935
86 H 5.833 8.111 18.776
87 H 7.461 8.797 18.069
88 O 17.706 13.206 21.751
89 C 16.465 13.512 21.746
90 N 15.393 13.324 22.765
91 C 14.389 14.308 22.485
92 C 14.486 14.269 20.567
93 O 13.651 14.625 19.722
94 N 15.646 13.737 20.437
95 C 13.023 14.152 22.940
96 C 12.540 13.344 24.007
97 C 11.149 13.292 24.282
98 C 10.204 13.893 23.489
99 C 10.736 14.840 22.624
100 C 12.102 15.048 22.505
101 C 15.163 15.471 23.085
102 C 15.512 15.479 24.468
103 C 16.130 16.583 25.190
104 C 16.747 17.695 24.540
105 C 16.369 17.708 23.196
106 C 15.684 16.677 22.542
107 H 19.372 7.299 29.865
108 H 13.255 12.847 24.774
109 H 10.846 12.912 25.242
110 H 9.112 13.699 23.553
111 H 10.104 15.518 22.055
112 H 12.374 15.982 22.025
113 H 15.224 14.587 25.066
114 H 16.277 16.409 26.268
115 H 17.539 18.351 24.939
116 H 16.397 18.628 22.590
117 H 15.549 16.882 21.469

Computed properties:
multiplicity: 2
lowest unoccupied orbital energy (alpha / beta): 2.2 / 2.2 eV
maximum force: 7.8 eV Å⁻¹
total charge: -2
HOMO energy (alpha / beta): -1.005 / -1.017 eV

# 2
# C47H60IN4O2S

A cluster of 6 separate species, C47H60IN4O2S in total in a non-equilibrium geometry (ωB97M-V/def2-TZVPD, OMol25).

Element x y z (Å)
1 C -1.655 -0.300 4.772
2 C -1.791 -0.924 3.226
3 C -2.387 -2.449 3.222
4 C -3.432 -2.566 4.523
5 C -3.266 -2.862 1.907
6 C -3.515 -1.797 0.689
7 N -3.094 -2.362 -0.519
8 C -3.315 -1.386 -1.663
9 C -2.387 -1.657 -2.986
10 C -0.999 -0.751 -3.034
11 C 0.142 -1.494 -3.954
12 S 0.408 -0.644 -5.644
13 C 2.291 -0.592 -5.863
14 N 3.277 -1.701 -6.191
15 N 4.557 -1.106 -6.216
16 C 4.568 0.396 -5.960
17 O 3.127 0.629 -5.738
18 C -2.543 -3.803 -0.546
19 I -3.667 -5.264 -1.794
20 C -2.900 -4.204 1.038
21 C -2.089 -5.448 1.732
22 C -0.471 -5.236 1.878
23 O 0.045 -3.959 1.361
24 C 0.062 -5.492 3.443
25 N 1.347 -6.285 3.515
26 H -1.005 0.687 4.652
27 H -2.736 0.068 5.118
28 H -1.174 -1.054 5.527
29 H -2.422 -0.135 2.635
30 H -0.677 -0.902 2.799
31 H -1.498 -3.171 3.480
32 H -4.144 -3.503 4.393
33 H -2.874 -2.688 5.545
34 H -4.111 -1.591 4.465
35 H -4.385 -3.098 2.252
36 H -3.980 -0.715 0.874
37 H -4.464 -1.409 -1.906
38 H -3.073 -0.316 -1.251
39 H -3.026 -1.295 -3.924
40 H -2.190 -2.804 -3.166
41 H -1.190 0.349 -3.456
42 H -0.679 -0.606 -1.897
43 H 1.206 -1.489 -3.427
44 H -0.259 -2.591 -4.160
45 H 5.488 1.122 -5.944
46 H -1.411 -3.613 -0.810
47 H -3.980 -4.688 0.879
48 H -2.283 -6.411 1.077
49 H -2.565 -5.693 2.798
50 H 0.035 -6.116 1.249
51 H 0.670 -3.528 2.018
52 H -0.813 -6.010 4.062
53 H 0.235 -4.444 3.987
54 H 2.126 -5.570 3.452
55 H 1.412 -6.636 4.518
56 C -0.701 4.377 3.129
57 C 0.531 5.014 3.272
58 C 1.697 4.387 2.832
59 C 1.629 3.126 2.239
60 C 0.396 2.490 2.093
61 C -0.769 3.113 2.541
62 H -1.608 4.864 3.475
63 H 0.584 6.000 3.728
64 H 2.658 4.880 2.950
65 H 2.536 2.639 1.892
66 H 0.343 1.508 1.629
67 H -1.728 2.616 2.432
68 C 1.808 -4.235 -2.140
69 C 2.872 -3.994 -3.009
70 C 3.739 -5.030 -3.355
71 C 3.536 -6.311 -2.840
72 C 2.470 -6.552 -1.974
73 C 1.608 -5.514 -1.621
74 H 1.135 -3.426 -1.868
75 H 3.027 -2.998 -3.415
76 H 4.572 -4.840 -4.026
77 H 4.209 -7.119 -3.114
78 H 2.310 -7.551 -1.574
79 H 0.781 -5.702 -0.942
80 C -5.302 2.672 -4.683
81 C -4.301 1.837 -5.180
82 C -2.963 2.106 -4.896
83 C -2.625 3.206 -4.107
84 C -3.625 4.039 -3.607
85 C -4.964 3.775 -3.899
86 H -6.345 2.464 -4.908
87 H -4.565 0.976 -5.789
88 H -2.183 1.459 -5.289
89 H -1.582 3.413 -3.882
90 H -3.362 4.895 -2.991
91 H -5.742 4.427 -3.514
92 C -0.959 9.356 -0.050
93 C 0.002 8.916 0.861
94 C 0.246 7.551 1.014
95 C -0.465 6.626 0.249
96 C -1.423 7.066 -0.664
97 C -1.673 8.430 -0.811
98 H -1.151 10.419 -0.166
99 H 0.561 9.637 1.452
100 H 0.989 7.209 1.728
101 H -0.272 5.563 0.364
102 H -1.976 6.345 -1.262
103 H -2.424 8.773 -1.518
104 C 5.496 2.810 3.126
105 C 6.728 3.447 3.270
106 C 7.893 2.820 2.829
107 C 7.825 1.558 2.237
108 C 6.592 0.923 2.090
109 C 5.428 1.546 2.539
110 H 4.588 3.297 3.472
111 H 6.780 4.432 3.725
112 H 8.854 3.313 2.947
113 H 8.732 1.072 1.889
114 H 6.539 -0.059 1.627
115 H 4.468 1.049 2.429

Computed properties:
multiplicity: 1
lowest unoccupied orbital energy: -4.5 eV
maximum force: 8.9 eV Å⁻¹
total charge: +1
HOMO energy: -10.691 eV

# 3
# C47H60N2NbO5P2

A structure of composition C47H60N2NbO5P2 in a non-equilibrium geometry (ωB97M-V/def2-TZVPD, OMol25).

Element x y z (Å)
1 C 2.872 0.009 -0.721
2 C 1.386 -0.317 -0.845
3 N 1.055 -0.758 -2.207
4 Nb 1.579 -2.387 -3.310
5 C -0.435 -3.407 -2.983
6 C -1.041 -3.187 -1.647
7 N -2.195 -2.703 -1.367
8 C 3.811 -2.028 -3.578
9 O 4.029 -1.890 -4.994
10 O 4.306 -3.194 -5.506
11 P 2.554 -3.855 -1.362
12 P 2.510 -5.998 -1.656
13 O 1.425 -6.756 -1.006
14 O 4.011 -6.444 -1.201
15 O 2.563 -6.311 -3.225
16 H 3.062 0.625 0.164
17 H 3.208 0.582 -1.591
18 H 3.487 -0.895 -0.643
19 H 1.092 -1.079 -0.107
20 H 0.807 0.584 -0.594
21 H 0.042 -0.654 -2.302
22 H 1.944 -3.859 -4.360
23 H 1.037 -1.680 -4.891
24 H -0.389 -4.479 -3.201
25 H -1.053 -2.891 -3.741
26 H -0.416 -3.436 -0.779
27 H -2.694 -2.491 -2.237
28 H 4.514 -2.777 -3.205
29 H 4.078 -1.050 -3.148
30 H 3.402 -3.501 -5.702
31 H 1.687 -3.884 -0.245
32 H 4.380 -5.799 -0.593
33 H 3.126 -5.717 -3.737
34 C -3.289 0.996 -5.977
35 C -2.393 0.826 -4.930
36 C -1.029 0.765 -5.182
37 C -0.560 0.873 -6.484
38 C -1.455 1.046 -7.531
39 C -2.820 1.106 -7.279
40 H -4.353 1.032 -5.781
41 H -2.757 0.736 -3.913
42 H -0.330 0.617 -4.368
43 H 0.504 0.810 -6.676
44 H -1.088 1.127 -8.547
45 H -3.518 1.235 -8.098
46 C -2.881 -0.464 2.181
47 C -3.521 -1.499 1.509
48 C -4.695 -2.025 2.037
49 C -5.226 -1.519 3.216
50 C -4.581 -0.484 3.882
51 C -3.405 0.041 3.364
52 H -1.962 -0.053 1.778
53 H -3.102 -1.889 0.586
54 H -5.194 -2.836 1.522
55 H -6.141 -1.935 3.620
56 H -4.990 -0.090 4.805
57 H -2.894 0.843 3.884
58 C 2.337 1.286 4.337
59 C 1.679 0.258 3.675
60 C 0.505 -0.265 4.197
61 C -0.017 0.243 5.379
62 C 0.639 1.271 6.043
63 C 1.817 1.790 5.522
64 H 3.254 1.695 3.931
65 H 2.079 -0.137 2.752
66 H -0.008 -1.066 3.679
67 H -0.937 -0.165 5.780
68 H 0.232 1.668 6.965
69 H 2.331 2.592 6.039
70 C 7.435 3.923 4.269
71 C 6.718 3.026 5.049
72 C 5.531 3.423 5.649
73 C 5.058 4.715 5.466
74 C 5.774 5.612 4.685
75 C 6.963 5.216 4.088
76 H 8.359 3.613 3.798
77 H 7.082 2.015 5.186
78 H 4.972 2.722 6.257
79 H 4.128 5.023 5.929
80 H 5.403 6.619 4.538
81 H 7.522 5.915 3.478
82 C -7.361 1.883 -3.178
83 C -8.542 2.591 -3.352
84 C -8.589 3.655 -4.243
85 C -7.455 4.010 -4.962
86 C -6.273 3.302 -4.789
87 C -6.228 2.240 -3.896
88 H -7.321 1.054 -2.483
89 H -9.427 2.314 -2.793
90 H -9.510 4.209 -4.376
91 H -7.492 4.840 -5.657
92 H -5.386 3.575 -5.347
93 H -5.305 1.692 -3.756
94 C -7.686 2.711 5.336
95 C -7.769 3.716 6.291
96 C -7.530 3.426 7.627
97 C -7.204 2.132 8.009
98 C -7.120 1.127 7.055
99 C -7.363 1.416 5.719
100 H -7.869 2.936 4.293
101 H -8.018 4.727 5.992
102 H -7.595 4.210 8.371
103 H -7.014 1.906 9.051
104 H -6.863 0.118 7.351
105 H -7.298 0.634 4.973
106 C 8.791 -2.743 -3.767
107 C 9.765 -2.497 -2.808
108 C 9.432 -2.510 -1.460
109 C 8.124 -2.771 -1.072
110 C 7.152 -3.019 -2.032
111 C 7.482 -3.003 -3.381
112 H 9.049 -2.728 -4.819
113 H 10.785 -2.294 -3.112
114 H 10.191 -2.314 -0.712
115 H 7.861 -2.781 -0.022
116 H 6.130 -3.226 -1.735
117 H 6.718 -3.186 -4.127

Computed properties:
multiplicity: 1
lowest unoccupied orbital energy: 1.9 eV
maximum force: 2.6 eV Å⁻¹
total charge: -1
HOMO energy: -5.163 eV

# 4
# C47H62BrFN8O5PTc

A structure of composition C47H62BrFN8O5PTc in a non-equilibrium geometry (ωB97M-V/def2-TZVPD, OMol25).

Element x y z (Å)
1 Tc -0.311 0.134 0.594
2 O 3.207 -3.577 1.884
3 C 3.979 -2.481 2.140
4 C 5.276 -2.608 2.616
5 C 6.023 -1.482 2.909
6 C 5.493 -0.221 2.699
7 C 4.212 -0.092 2.190
8 C 3.443 -1.210 1.919
9 C 1.982 -1.058 1.545
10 O 1.586 0.200 1.241
11 N 1.598 -1.955 0.439
12 N 0.674 -1.414 -0.354
13 C 0.664 -1.720 -1.620
14 C -0.075 -0.993 -2.567
15 Br -0.655 0.802 -1.855
16 C -0.302 -1.211 -3.876
17 C -0.038 -2.392 -4.664
18 C 0.025 -2.223 -6.054
19 C 0.332 -3.278 -6.886
20 C 0.562 -4.537 -6.353
21 C 0.460 -4.731 -4.984
22 C 0.163 -3.674 -4.143
23 H 3.674 -4.365 2.187
24 H 5.686 -3.598 2.776
25 H 7.022 -1.593 3.299
26 H 6.068 0.657 2.945
27 H 3.782 0.881 2.012
28 H 1.412 -1.431 2.428
29 H 2.347 -2.472 -0.016
30 H 1.386 -2.445 -1.990
31 H -0.717 -0.380 -4.430
32 H -0.151 -1.243 -6.472
33 H 0.393 -3.120 -7.953
34 H 0.800 -5.365 -7.004
35 H 0.609 -5.717 -4.569
36 H 0.047 -3.857 -3.085
37 C 1.035 2.634 7.263
38 C -0.358 3.169 6.930
39 C -0.380 4.676 7.195
40 C -1.559 5.346 6.503
41 C -1.433 5.100 5.033
42 C -1.695 6.070 4.092
43 C -1.590 5.761 2.738
44 F -1.814 6.736 1.840
45 C -1.308 4.494 2.303
46 C -1.068 3.487 3.246
47 C -0.890 2.115 2.796
48 O -0.928 1.857 1.566
49 C -0.788 1.148 3.844
50 C -0.668 1.562 5.144
51 N -0.707 2.844 5.538
52 C -1.045 3.810 4.618
53 C -0.906 -0.344 3.600
54 O -1.345 -1.034 4.508
55 O -0.596 -0.811 2.452
56 H 1.263 2.865 8.299
57 H 1.781 3.112 6.632
58 H 1.116 1.560 7.130
59 H -1.099 2.679 7.576
60 H 0.544 5.126 6.823
61 H -0.423 4.837 8.273
62 H -1.579 6.414 6.716
63 H -2.495 4.915 6.870
64 H -1.991 7.064 4.390
65 H -1.268 4.253 1.254
66 H -0.558 0.811 5.915
67 C -6.907 -1.637 0.980
68 C -6.234 -1.391 2.327
69 C -6.150 0.101 2.636
70 C -4.856 -2.070 2.380
71 N -3.927 -1.557 1.415
72 C -3.119 -0.498 1.532
73 N -2.321 -0.482 0.475
74 N -2.686 -1.520 -0.278
75 N -3.628 -2.156 0.270
76 H -7.897 -1.191 0.973
77 H -7.010 -2.702 0.790
78 H -6.328 -1.200 0.168
79 H -6.833 -1.868 3.110
80 H -5.652 0.646 1.837
81 H -5.616 0.274 3.568
82 H -7.153 0.504 2.747
83 H -4.968 -3.136 2.174
84 H -4.402 -1.933 3.366
85 H -3.132 0.203 2.340
86 C -4.504 1.702 -0.956
87 C -4.502 2.245 -2.388
88 C -5.830 2.926 -2.707
89 C -4.310 1.053 -3.324
90 P -2.915 3.354 -2.565
91 N -1.715 2.774 -1.739
92 C -2.516 3.635 -4.444
93 C -3.720 3.997 -5.307
94 C -1.479 4.754 -4.520
95 C -1.835 2.381 -4.992
96 C -3.184 5.039 -1.672
97 C -3.859 4.744 -0.334
98 C -1.800 5.623 -1.385
99 C -4.050 6.023 -2.445
100 H -5.004 0.735 -0.932
101 H -5.028 2.358 -0.267
102 H -3.480 1.569 -0.614
103 H -6.628 2.184 -2.663
104 H -5.830 3.355 -3.704
105 H -6.079 3.707 -1.994
106 H -5.062 0.294 -3.111
107 H -3.330 0.605 -3.178
108 H -4.433 1.341 -4.362
109 H -4.230 4.884 -4.945
110 H -4.435 3.181 -5.370
111 H -3.373 4.202 -6.320
112 H -1.900 5.718 -4.255
113 H -1.110 4.837 -5.542
114 H -0.635 4.531 -3.871
115 H -2.539 1.587 -5.216
116 H -1.094 2.014 -4.284
117 H -1.318 2.634 -5.919
118 H -3.342 3.949 0.194
119 H -4.903 4.477 -0.465
120 H -3.833 5.643 0.280
121 H -1.138 4.832 -1.041
122 H -1.882 6.388 -0.617
123 H -1.352 6.085 -2.255
124 H -5.022 5.599 -2.683
125 H -3.577 6.360 -3.362
126 H -4.210 6.903 -1.821

Computed properties:
multiplicity: 4
lowest unoccupied orbital energy (alpha / beta): -2.4 / -3.2 eV
maximum force: 2.3 eV Å⁻¹
total charge: +1
HOMO energy (alpha / beta): -9.743 / -9.898 eV